Entry 1:
71
Properties=species:S:1:pos:R:3 method="wB97M-V/def2-TZVPD" multiplicity=1 e_above_lowest_kj_mol=0.0 e_lumo_ev="0.38 / 0.38"
O 0.094 1.489 -1.654
C 1.279 1.761 -2.534
C 0.502 2.768 -3.360
H 1.577 0.823 -3.018
H 2.097 2.228 -1.960
C -0.661 2.577 -2.377
H 0.292 2.454 -4.386
H 0.959 3.761 -3.330
C -1.966 2.064 -2.951
H -1.920 0.985 -3.160
H -2.146 2.618 -3.889
H -2.799 2.286 -2.280
C -0.847 3.777 -1.479
H 0.105 4.128 -1.066
H -1.537 3.571 -0.655
H -1.289 4.574 -2.086
Al -0.143 0.352 -0.044
C 0.415 2.531 2.021
C 0.582 1.119 1.876
C 1.646 0.894 0.869
H 0.322 0.411 2.674
C 2.086 2.232 0.482
C 1.308 3.183 1.179
H 1.411 4.270 1.126
H -0.253 3.012 2.734
H 2.228 -0.029 0.766
H 2.970 2.450 -0.103
C -2.398 0.726 2.562
C -2.372 1.666 1.565
C -2.140 1.029 0.270
H -2.531 2.748 1.681
C -1.871 -0.392 0.557
C -2.126 -0.642 2.045
H -2.946 -1.378 2.224
H -2.715 0.872 3.594
H -2.618 1.357 -0.646
H -2.138 -1.187 -0.132
O -0.164 -0.300 -4.100
C -0.709 0.229 -5.338
C -0.060 -0.447 -6.558
H -0.562 1.324 -5.396
H -1.800 0.063 -5.343
C 0.922 -1.470 -5.965
H 0.460 0.286 -7.185
H -0.831 -0.930 -7.168
C 0.736 -1.387 -4.441
H 1.952 -1.244 -6.248
H 0.683 -2.474 -6.328
H 1.693 -1.193 -3.927
H 0.333 -2.346 -4.071
C 2.060 -2.370 2.679
C 0.715 -2.866 3.191
C 0.756 -4.386 3.165
O -0.301 -2.447 2.240
B -1.002 -1.417 2.822
O -0.628 -1.123 4.128
C 0.248 -2.193 4.560
C -0.562 -3.103 5.480
C 1.356 -1.644 5.437
H 2.208 -2.739 1.655
H 2.889 -2.773 3.284
H 2.142 -1.275 2.672
H 0.991 -4.721 2.143
H 1.554 -4.767 3.822
H -0.190 -4.845 3.471
H 0.093 -3.885 5.893
H -0.934 -2.512 6.330
H -1.410 -3.562 4.956
H 1.945 -0.865 4.937
H 0.927 -1.245 6.360
H 2.032 -2.463 5.729

Entry 2:
72
Properties=species:S:1:pos:R:3 method="wB97M-V/def2-TZVPD" multiplicity=1 e_lumo_ev=-3.70 total_charge=+1
C 3.036 -1.418 -1.810
C 2.759 0.011 -2.281
F 2.327 0.789 -1.219
C 1.734 0.135 -3.405
N 0.318 0.209 -2.891
C -0.640 -0.454 -3.833
C -1.999 -0.703 -3.218
C -2.087 -1.612 -1.981
I -0.489 -2.981 -1.705
P -0.145 1.962 -2.681
P -0.794 1.657 -0.620
O -0.478 0.280 -0.222
O -0.182 2.728 0.346
O -2.363 1.872 -0.630
H 4.085 -1.654 -1.955
H 2.777 -1.517 -0.762
H 2.465 -2.145 -2.380
H 3.696 0.414 -2.660
H 1.951 1.027 -3.987
H 1.846 -0.705 -4.083
H 0.282 -0.208 -1.939
H -0.774 0.230 -4.669
H -0.221 -1.368 -4.236
H -2.479 0.242 -2.963
H -2.600 -1.154 -4.004
H -2.975 -2.224 -2.067
H -2.198 -1.024 -1.078
H 1.110 2.576 -2.560
H 0.756 2.891 0.143
H -2.660 2.354 -1.412
C -6.354 -5.928 -0.364
C -5.921 -4.959 -1.181
C -4.514 -4.936 -1.716
O -4.210 -4.018 -2.466
C -3.601 -5.982 -1.320
C -4.030 -6.955 -0.499
C -5.445 -6.994 0.023
O -5.746 -7.920 0.747
O -3.263 -7.945 -0.087
O -6.685 -3.952 -1.583
H -7.362 -5.955 0.024
H -2.591 -5.946 -1.701
H -3.820 -8.506 0.489
H -6.133 -3.408 -2.172
C -0.833 4.251 5.883
C 0.073 4.536 4.936
C 0.323 3.604 3.786
O 1.135 3.915 2.927
C -0.412 2.366 3.720
C -1.322 2.069 4.656
C -1.596 3.013 5.802
O -2.446 2.681 6.603
O -2.039 0.959 4.664
O 0.806 5.642 4.932
H -1.029 4.910 6.716
H -0.176 1.718 2.887
H -2.613 1.010 5.453
H 1.371 5.597 4.139
C 6.448 2.891 0.167
C 5.327 3.382 -0.375
C 3.979 3.165 0.255
O 3.000 3.638 -0.314
C 3.901 2.395 1.470
C 5.015 1.888 2.018
C 6.373 2.120 1.400
O 7.334 1.643 1.966
O 5.021 1.164 3.120
O 5.308 4.089 -1.500
H 7.423 3.041 -0.276
H 2.915 2.243 1.888
H 5.955 0.934 3.297
H 4.377 4.333 -1.653

Entry 3:
54
Properties=species:S:1:pos:R:3 method="wB97M-V/def2-TZVPD" multiplicity=1 e_lumo_ev=-1.85 total_charge=+1
Cd -0.212 -0.001 0.062
C 3.190 -0.352 0.050
O 1.836 -0.474 0.040
H 3.553 0.493 -0.580
H 3.603 -0.125 1.056
H 3.709 -1.255 -0.314
C 1.957 2.802 2.169
C 0.499 2.846 1.806
O -0.047 1.908 1.241
N -0.192 3.931 2.217
C -1.561 4.164 1.810
H 2.417 3.784 2.081
H 2.462 2.035 1.589
H 2.028 2.511 3.222
H 0.364 4.712 2.518
H -2.262 3.756 2.533
H -1.741 3.674 0.853
H -1.694 5.230 1.643
C -1.592 -0.176 4.077
C -0.696 -0.997 3.185
O -0.613 -0.776 1.975
N 0.048 -1.947 3.755
C 1.098 -2.716 3.103
H -1.493 -0.425 5.129
H -2.621 -0.264 3.740
H -1.274 0.860 3.933
H 0.010 -2.057 4.755
H 1.164 -2.491 2.041
H 0.925 -3.781 3.237
H 2.055 -2.437 3.545
C -1.850 1.689 -3.625
C -0.500 1.367 -3.041
O -0.315 1.085 -1.849
N 0.540 1.364 -3.895
C 1.830 0.822 -3.543
H -2.182 0.835 -4.214
H -1.778 2.583 -4.243
H -2.562 1.871 -2.826
H 0.361 1.589 -4.858
H 2.343 0.508 -4.451
H 1.749 -0.013 -2.851
H 2.463 1.584 -3.081
C 0.523 -3.641 -1.588
C -0.745 -2.863 -1.642
O -0.771 -1.705 -1.220
N -1.847 -3.464 -2.124
C -3.043 -2.704 -2.442
H 1.069 -3.391 -0.683
H 1.175 -3.341 -2.415
H 0.381 -4.716 -1.714
H -1.648 -4.281 -2.681
H -2.822 -1.777 -2.963
H -3.580 -2.477 -1.519
H -3.708 -3.358 -3.001

Number 1: E_tot -1544.777710 hartree. Number 2: E_tot -3194.807447 hartree. Number 3: E_tot -1276.770102 hartree.